[1]
C17H35FN5O6P3 | the ωB97M-V functional and the def2-TZVPD basis

Summary:
**Structure (SMILES)**: CCCNC1=C([C@@H](C)F)C(=O)C([PH2]=N)=C(P(=O)(O)O)C1=O.CN(C)P(=O)(N(C)C)N(C)C
**Highest occupied orbital energy**: -8.4 eV
**2S+1**: 1
**Charge**: 0

Last column: Löwdin charge in e.
CARTESIAN COORDINATES (ANGSTROEM)
1 C 4.42 -4.34 -0.08  -0.10
2 C 2.99 -3.92 -0.48  -0.22
3 C 2.97 -3.32 -1.89  -0.19
4 N 3.06 -1.84 -1.85  0.06
5 C 2.16 -1.21 -2.71  -0.14
6 C 2.50 -0.66 -3.89  -0.04
7 C 3.90 -0.62 -4.45  -0.29
8 C 4.84 0.29 -3.65  0.00
9 F 4.40 -1.94 -4.45  -0.02
10 C 1.46 -0.04 -4.71  -0.33
11 O 1.70 0.52 -5.76  0.09
12 C 0.03 -0.08 -4.26  -0.19
13 P -1.15 0.69 -5.44  0.74
14 N -1.18 2.23 -5.19  -0.28
15 C -0.33 -0.60 -3.08  -0.13
16 P -2.04 -0.64 -2.46  0.43
17 O -2.89 0.42 -3.00  -0.29
18 O -2.54 -2.12 -2.75  -0.09
19 O -1.97 -0.54 -0.87  -0.13
20 C 0.74 -1.22 -2.23  -0.29
21 O 0.49 -1.76 -1.18  0.14
22 H 4.66 -4.00 0.93  0.06
23 H 5.16 -3.89 -0.75  0.06
24 H 4.52 -5.42 -0.09  0.07
25 H 2.64 -3.15 0.20  0.10
26 H 2.31 -4.76 -0.41  0.10
27 H 3.76 -3.74 -2.51  0.12
28 H 2.02 -3.60 -2.35  0.12
29 H 4.01 -1.56 -2.07  0.10
30 H 3.88 -0.29 -5.48  0.14
31 H 4.28 0.90 -2.94  0.09
32 H 5.50 -0.35 -3.07  0.08
33 H 5.44 0.90 -4.32  0.08
34 H -2.39 0.05 -5.29  0.01
35 H -0.67 0.34 -6.71  0.01
36 H -2.11 2.54 -4.94  -0.04
37 H -3.46 -2.23 -2.48  0.10
38 H -1.31 0.14 -0.67  0.09
39 O -0.60 1.79 2.01  -0.29
40 P -1.69 1.92 3.03  0.69
41 N -0.86 2.59 4.35  -0.32
42 C -1.26 2.44 5.74  -0.13
43 C -0.35 3.94 4.11  -0.13
44 N -2.00 0.23 3.31  -0.33
45 C -1.12 -0.51 4.20  -0.12
46 C -2.18 -0.48 2.05  -0.16
47 N -3.32 2.40 3.52  -0.30
48 C -4.26 1.46 4.11  -0.14
49 C -4.00 3.19 2.48  -0.13
50 H -2.11 3.08 6.01  0.08
51 H -0.42 2.71 6.38  0.09
52 H -1.51 1.41 5.98  0.05
53 H -1.15 4.69 4.18  0.08
54 H 0.09 4.00 3.12  0.07
55 H 0.43 4.19 4.83  0.08
56 H -0.05 -0.33 4.00  0.09
57 H -1.30 -1.58 4.08  0.08
58 H -1.32 -0.30 5.24  0.05
59 H -1.23 -0.68 1.56  0.07
60 H -2.79 0.12 1.37  0.06
61 H -2.70 -1.42 2.21  0.09
62 H -4.61 0.70 3.40  0.08
63 H -5.12 2.03 4.46  0.09
64 H -3.84 0.96 4.98  0.07
65 H -4.29 2.58 1.62  0.08
66 H -3.34 3.99 2.13  0.08
67 H -4.90 3.67 2.88  0.08

***

[2]
C17H35NOPS | the ωB97M-V functional and the def2-TZVPD basis

Summary:
**Highest occupied orbital energy**: -11.4 eV
**2S+1**: 1
**Energy relative to the best compared isomer or geometry (same formula, charge and spin)**: 676.5 kJ/mol
**Charge**: +1

Last column: Löwdin charge in e.
CARTESIAN COORDINATES (ANGSTROEM)
1 C 3.25 -2.51 1.26  -0.17
2 C 4.17 -1.36 0.51  -0.43
3 P 3.17 0.02 -0.36  0.98
4 C 4.40 1.19 -1.31  -0.40
5 C 5.60 0.29 -2.03  -0.18
6 N 2.35 1.12 0.81  -0.29
7 C 2.41 0.84 2.16  -0.29
8 S 1.48 2.04 3.27  0.91
9 C 0.66 2.86 1.80  -0.39
10 C 1.58 2.39 0.51  -0.31
11 C 1.00 2.65 -1.01  -0.15
12 C -0.55 2.06 -1.14  -0.20
13 C -1.65 3.23 -0.80  -0.22
14 C -3.15 2.70 -0.43  -0.21
15 C -3.22 1.53 0.72  -0.22
16 C -3.24 0.05 0.02  -0.24
17 C -3.46 -1.18 1.13  -0.19
18 C -3.68 -2.57 0.22  -0.20
19 C -2.56 -3.72 0.53  -0.23
20 O -2.89 -5.07 0.05  -0.25
21 C -3.62 -5.04 -1.24  -0.14
22 H 4.00 -3.35 1.62  0.10
23 H 2.68 -2.14 2.21  0.06
24 H 2.51 -3.01 0.50  0.09
25 H 4.92 -0.84 1.25  0.10
26 H 4.79 -1.91 -0.34  0.11
27 H 3.81 1.77 -2.14  0.08
28 H 4.90 1.90 -0.51  0.10
29 H 5.18 -0.43 -2.86  0.09
30 H 6.25 -0.27 -1.21  0.08
31 H 6.30 1.07 -2.58  0.10
32 H 2.93 -0.03 2.74  0.12
33 H 0.64 4.02 2.04  0.12
34 H -0.47 2.58 1.64  0.07
35 H 2.46 3.20 0.57  0.16
36 H 1.62 2.06 -1.83  0.09
37 H 1.07 3.80 -1.34  0.14
38 H -0.59 1.13 -0.41  0.11
39 H -0.69 1.78 -2.27  0.13
40 H -1.20 3.97 0.02  0.11
41 H -1.74 3.90 -1.78  0.13
42 H -3.70 2.30 -1.39  0.12
43 H -3.75 3.63 -0.01  0.12
44 H -2.43 1.63 1.57  0.10
45 H -4.29 1.65 1.25  0.13
46 H -2.31 -0.18 -0.66  0.10
47 H -4.21 0.01 -0.67  0.13
48 H -2.55 -1.31 1.85  0.11
49 H -4.45 -0.89 1.71  0.12
50 H -3.55 -2.26 -0.93  0.10
51 H -4.78 -2.96 0.33  0.12
52 H -2.35 -3.74 1.70  0.13
53 H -1.54 -3.34 0.05  0.13
54 H -4.78 -4.81 -1.08  0.10
55 H -3.14 -4.28 -2.03  0.11
56 H -3.58 -6.15 -1.66  0.11

***

[3]
C17H36AlB2F6N2O13S3 | the ωB97M-V functional and the def2-TZVPD basis

Summary:
**Highest occupied orbital energy**: -12.5 eV
**2S+1**: 1
**Charge**: +1

Last column: Löwdin charge in e.
CARTESIAN COORDINATES (ANGSTROEM)
1 C -1.11 -7.54 2.81  -0.11
2 C 0.08 -7.01 2.04  -0.27
3 C -0.33 -6.35 0.71  -0.22
4 C 0.80 -6.11 -0.27  -0.22
5 C 1.77 -5.00 0.11  -0.21
6 C 2.76 -5.38 1.23  -0.20
7 C 4.18 -4.86 1.03  -0.20
8 C 4.25 -3.38 0.66  -0.21
9 C 3.91 -2.44 1.85  -0.18
10 C 3.15 -1.23 1.31  -0.22
11 C 2.68 -0.24 2.36  -0.17
12 C 2.30 1.08 1.67  -0.12
13 C 1.05 0.92 0.83  -0.14
14 O 0.16 2.08 1.11  0.08
15 C -0.46 2.39 0.01  -0.74
16 O -1.62 2.69 -0.09  -0.05
17 O 0.39 2.30 -0.99  0.11
18 C 1.08 1.04 -0.71  -0.07
19 B 2.34 0.63 -1.60  -0.57
20 N 2.33 -0.69 -2.15  0.22
21 O 3.42 1.45 -1.84  0.15
22 H -1.44 -8.50 2.44  0.07
23 H -0.83 -7.65 3.86  0.07
24 H -1.95 -6.86 2.78  0.07
25 H 0.56 -6.26 2.67  0.09
26 H 0.83 -7.78 1.90  0.11
27 H -0.80 -5.40 0.96  0.11
28 H -1.08 -7.00 0.26  0.11
29 H 0.32 -5.76 -1.20  0.11
30 H 1.33 -7.02 -0.55  0.12
31 H 2.28 -4.65 -0.80  0.10
32 H 1.18 -4.16 0.47  0.10
33 H 2.82 -6.46 1.33  0.11
34 H 2.35 -5.02 2.16  0.09
35 H 4.74 -4.98 1.95  0.11
36 H 4.65 -5.42 0.23  0.11
37 H 3.54 -3.15 -0.13  0.07
38 H 5.23 -3.12 0.27  0.11
39 H 4.87 -2.10 2.23  0.12
40 H 3.35 -2.97 2.61  0.11
41 H 2.30 -1.57 0.72  0.10
42 H 3.83 -0.71 0.64  0.11
43 H 1.75 -0.60 2.81  0.12
44 H 3.38 -0.07 3.16  0.12
45 H 2.09 1.84 2.42  0.13
46 H 3.16 1.41 1.09  0.12
47 H 0.43 0.10 1.15  0.16
48 H 0.33 0.30 -1.02  0.15
49 H 3.26 -1.10 -2.09  0.10
50 H 1.72 -1.32 -1.64  0.08
51 H 4.21 1.06 -1.44  0.11
52 Al -1.41 4.95 0.44  1.14
53 N -1.26 9.23 1.45  -0.14
54 S 0.20 9.69 1.91  0.51
55 O 0.27 10.43 3.12  -0.15
56 O 1.08 10.05 0.86  -0.15
57 F 0.74 8.29 2.36  -0.14
58 S -2.19 10.44 0.99  0.51
59 O -3.55 10.04 0.90  -0.16
60 O -1.66 11.23 -0.07  -0.15
61 F -2.16 11.37 2.23  -0.11
62 C -3.29 0.57 -1.87  -0.16
63 C -4.63 1.26 -2.03  -0.15
64 O -5.41 0.34 -2.78  -0.13
65 S -4.99 -1.17 -2.41  0.64
66 O -5.90 -1.67 -1.45  -0.16
67 O -4.70 -1.86 -3.61  -0.16
68 O -3.61 -0.81 -1.66  -0.17
69 H -2.69 0.65 -2.77  0.15
70 H -2.73 0.96 -1.02  0.10
71 H -4.56 2.20 -2.56  0.14
72 H -5.12 1.41 -1.07  0.15
73 B -7.79 2.23 -4.79  -1.21
74 F -6.60 2.80 -4.32  0.18
75 F -7.49 1.28 -5.76  0.23
76 F -8.45 1.59 -3.73  0.22
77 F -8.61 3.22 -5.30  0.23
78 O 1.72 10.28 -2.32  -0.01
79 H 1.68 11.18 -2.68  0.06
80 H 1.52 10.40 -1.38  0.00

***

[4]
C17H36BN3O3RbTa | the ωB97M-V functional and the def2-TZVPD basis

Summary:
**Highest occupied orbital energy**: -15.0 eV
**2S+1**: 1
**Charge**: +2

Last column: Löwdin charge in e.
CARTESIAN COORDINATES (ANGSTROEM)
1 N -1.54 0.57 -0.94  -0.10
2 C -2.44 1.33 -1.23  -0.38
3 O -3.25 2.17 -1.45  0.21
4 Rb -0.51 -0.66 -3.52  0.94
5 Ta 0.11 -0.04 0.03  1.74
6 N 1.41 0.72 -1.22  -0.27
7 N 0.01 -1.96 -0.13  -0.26
8 C 1.64 2.20 -1.46  -0.63
9 C -0.95 -3.07 -0.12  -0.65
10 C 1.04 2.53 -2.83  -0.04
11 C 3.15 2.48 -1.39  -0.02
12 C 0.95 3.03 -0.39  -0.05
13 C -0.38 -4.25 -0.92  -0.02
14 C -1.18 -3.48 1.35  -0.02
15 C -2.27 -2.61 -0.73  -0.05
16 H 1.47 1.91 -3.64  0.07
17 H 1.25 3.58 -3.07  0.12
18 H -0.05 2.40 -2.82  0.07
19 H 3.56 2.12 -0.43  0.10
20 H 3.33 3.57 -1.43  0.11
21 H 3.71 2.02 -2.21  0.09
22 H -0.14 2.91 -0.38  0.08
23 H 1.14 4.10 -0.62  0.12
24 H 1.36 2.85 0.61  0.10
25 H -0.12 -3.95 -1.95  0.09
26 H -1.13 -5.05 -0.98  0.11
27 H 0.52 -4.66 -0.44  0.10
28 H -0.26 -3.88 1.79  0.09
29 H -1.94 -4.27 1.39  0.11
30 H -1.52 -2.62 1.95  0.10
31 H -2.65 -1.69 -0.27  0.07
32 H -3.01 -3.40 -0.59  0.11
33 H -2.18 -2.45 -1.82  0.06
34 C 1.39 -2.26 0.40  -0.11
35 H 1.90 -1.32 0.72  0.08
36 H 1.35 -2.92 1.27  0.10
37 H 2.02 -2.74 -0.37  0.10
38 C 2.19 -0.19 -2.13  -0.19
39 H 3.22 -0.30 -1.78  0.11
40 H 1.77 -1.22 -2.15  0.03
41 H 2.22 0.20 -3.17  0.07
42 C -2.24 3.38 3.65  0.00
43 C -1.13 2.36 3.51  -0.51
44 C 0.12 2.93 4.18  0.00
45 O -0.87 2.15 2.14  0.02
46 B -0.45 0.79 2.04  -0.55
47 O -0.61 0.09 3.27  0.05
48 C -1.47 0.92 4.03  -0.52
49 C -1.22 0.68 5.50  0.01
50 C -2.93 0.55 3.74  0.00
51 H -1.90 4.34 3.25  0.10
52 H -2.48 3.53 4.71  0.11
53 H -3.14 3.09 3.11  0.09
54 H 0.38 3.89 3.71  0.10
55 H -0.08 3.13 5.24  0.10
56 H 0.99 2.27 4.10  0.10
57 H -1.87 1.33 6.09  0.11
58 H -1.45 -0.36 5.75  0.10
59 H -0.18 0.88 5.78  0.09
60 H -3.22 0.71 2.70  0.09
61 H -3.09 -0.51 3.98  0.10
62 H -3.60 1.14 4.39  0.10

***

[5]
C17H36CdCl2O3S4Sb2Si3 | the ωB97M-V functional and the def2-TZVPD basis

Summary:
**⟨S²⟩**: 0.771
**Highest occupied orbital energy (alpha / beta)**: -3.6 / -4.6 eV
**2S+1**: 2
**Energy relative to the best compared isomer or geometry (same formula, charge and spin)**: 66.7 kJ/mol
**Charge**: -1

Last column: Löwdin spin population.
CARTESIAN COORDINATES (ANGSTROEM)
1 Cd 0.25 -0.59 -1.03  0.00
2 S 4.63 -1.13 1.08  0.03
3 Sb 3.04 -2.21 -0.09  0.05
4 S 2.49 -0.73 -1.93  0.00
5 S 0.53 -1.87 1.09  0.12
6 C -1.41 -2.92 4.82  0.00
7 Si 0.06 -1.77 4.63  0.00
8 C 1.61 -2.78 4.48  0.00
9 C 0.08 -0.76 6.23  0.00
10 Sb -0.45 -0.19 2.69  0.17
11 Si -3.14 1.07 3.40  0.35
12 C -4.10 2.56 2.77  0.07
13 C -3.54 0.94 5.24  0.08
14 C -3.92 -0.43 2.58  0.03
15 Si 1.63 1.30 3.09  0.01
16 C 3.01 0.51 4.04  0.00
17 C 2.29 1.95 1.47  0.00
18 C 0.91 2.66 4.18  0.01
19 H -1.22 -3.66 5.60  0.00
20 H -1.64 -3.45 3.88  0.00
21 H -2.30 -2.35 5.10  0.00
22 H 1.54 -3.68 5.10  0.00
23 H 2.49 -2.21 4.77  0.00
24 H 1.76 -3.10 3.44  0.00
25 H -0.10 -1.42 7.09  0.00
26 H -0.70 0.00 6.22  0.00
27 H 1.04 -0.26 6.39  0.00
28 H -3.82 3.48 3.30  0.00
29 H -5.17 2.38 2.93  0.01
30 H -3.94 2.72 1.70  0.00
31 H -3.19 1.82 5.78  0.00
32 H -3.07 0.06 5.69  0.00
33 H -4.62 0.86 5.37  0.01
34 H -3.57 -0.51 1.54  0.00
35 H -5.01 -0.37 2.59  0.00
36 H -3.60 -1.35 3.09  0.00
37 H 3.47 -0.29 3.46  0.00
38 H 2.69 0.12 5.01  0.00
39 H 3.78 1.27 4.22  0.00
40 H 1.81 1.49 0.61  0.00
41 H 3.35 1.69 1.39  0.00
42 H 2.16 3.03 1.38  0.00
43 H 0.66 2.25 5.16  0.00
44 H 0.00 3.09 3.75  0.00
45 H 1.64 3.47 4.33  0.00
46 Cl -0.95 2.95 0.91  0.01
47 C -1.47 4.58 1.30  0.00
48 Cl -0.75 5.80 0.23  0.00
49 H -1.18 4.80 2.32  0.00
50 H -2.55 4.62 1.18  0.00
51 C -6.27 4.89 -1.52  0.00
52 C -5.27 3.77 -1.64  0.00
53 C -5.60 2.47 -1.29  0.00
54 C -4.66 1.45 -1.35  0.00
55 C -3.37 1.73 -1.78  0.00
56 C -3.02 3.02 -2.16  0.00
57 C -3.97 4.03 -2.08  0.00
58 S -2.15 0.47 -1.67  0.00
59 O -2.51 -0.64 -2.52  0.00
60 O -2.08 0.11 -0.25  0.01
61 O -0.87 1.11 -2.06  0.00
62 H -7.24 4.52 -1.18  0.00
63 H -6.42 5.39 -2.48  0.00
64 H -5.93 5.64 -0.81  0.00
65 H -6.61 2.25 -0.95  0.00
66 H -4.92 0.44 -1.05  0.00
67 H -2.01 3.22 -2.49  0.00
68 H -3.70 5.04 -2.36  0.00

***

[6]
C17H37AuNSi4 | the ωB97M-V functional and the def2-TZVPD basis

Summary:
**⟨S²⟩**: 2.033
**Highest occupied orbital energy (alpha / beta)**: -1.4 / -4.0 eV
**2S+1**: 3
**Charge**: -1

Last column: Löwdin spin population.
CARTESIAN COORDINATES (ANGSTROEM)
1 C 1.06 -1.80 -2.22  0.05
2 C -0.32 -1.69 -2.53  0.02
3 C -1.08 -2.41 -1.52  0.00
4 C -0.10 -2.87 -0.52  0.01
5 C 1.21 -2.52 -1.01  0.02
6 Au -0.95 -0.69 -0.12  0.23
7 C -2.02 2.00 -0.51  0.45
8 C -0.78 1.44 -0.32  0.21
9 C 0.45 1.98 -0.59  0.42
10 N 0.60 0.79 2.12  0.04
11 H -2.11 -2.74 -1.58  0.00
12 H -0.74 -1.24 -3.43  0.00
13 H -0.32 -3.56 0.29  0.00
14 H 2.15 -2.84 -0.56  0.00
15 H 1.88 -1.45 -2.85  0.00
16 H -2.91 1.38 -0.57  0.03
17 H 0.87 1.55 1.49  0.01
18 H -2.12 3.07 -0.75  0.03
19 H 0.55 3.03 -0.88  0.03
20 H 1.33 1.34 -0.64  0.03
21 C -1.42 3.49 2.40  0.01
22 Si -2.17 1.89 3.04  0.03
23 C -2.02 1.94 4.92  0.02
24 C -3.94 1.66 2.50  0.01
25 Si -0.97 0.06 2.12  0.20
26 Si 1.81 0.36 3.36  0.01
27 C 1.08 -0.21 4.99  0.01
28 C 2.90 -1.00 2.67  0.00
29 C 2.82 1.91 3.70  0.00
30 Si -1.77 -1.93 3.14  0.06
31 C -2.47 -1.62 4.87  0.02
32 C -3.18 -2.55 2.05  0.02
33 C -0.39 -3.20 3.23  0.00
34 H -2.01 4.32 2.82  0.00
35 H -1.46 3.57 1.31  0.00
36 H -0.38 3.61 2.72  0.00
37 H -2.64 2.79 5.25  0.00
38 H -2.39 1.04 5.42  0.00
39 H -0.99 2.13 5.25  0.00
40 H -4.05 1.80 1.41  0.00
41 H -4.34 0.68 2.77  0.00
42 H -4.55 2.44 3.01  0.00
43 H 0.68 -1.23 4.98  0.00
44 H 1.90 -0.21 5.73  0.00
45 H 0.30 0.46 5.38  0.00
46 H 3.24 -0.75 1.65  0.00
47 H 3.80 -1.11 3.30  0.00
48 H 2.40 -1.98 2.63  0.00
49 H 3.15 2.39 2.76  0.00
50 H 2.25 2.64 4.28  0.00
51 H 3.72 1.65 4.27  0.00
52 H -3.26 -0.86 4.87  0.00
53 H -2.91 -2.56 5.22  0.00
54 H -1.69 -1.31 5.58  0.00
55 H -2.82 -2.84 1.05  0.00
56 H -3.63 -3.44 2.52  0.00
57 H -3.96 -1.79 1.93  0.00
58 H 0.01 -3.45 2.24  0.00
59 H 0.45 -2.89 3.86  0.00
60 H -0.81 -4.12 3.66  0.00

***

[7]
C17H37BCl8NO3Si | the ωB97M-V functional and the def2-TZVPD basis

Summary:
**⟨S²⟩**: 0.754
**Highest occupied orbital energy (alpha / beta)**: -8.5 / -9.2 eV
**2S+1**: 2
**Charge**: 0

Last column: Löwdin spin population.
CARTESIAN COORDINATES (ANGSTROEM)
1 C 2.69 -3.44 -0.87  0.00
2 C 1.77 -2.41 -0.10  0.03
3 C 1.18 -3.25 1.10  0.00
4 C 0.65 -2.01 -1.13  0.02
5 C -0.04 -0.61 -0.84  0.00
6 C -0.08 0.19 -2.19  0.00
7 B 1.30 0.90 -2.57  0.00
8 O 1.39 2.31 -2.33  0.00
9 O 2.40 0.23 -3.17  0.00
10 Si -1.90 -0.96 -0.41  0.00
11 C -2.81 0.73 -0.30  0.00
12 C -2.77 -1.96 -1.78  0.00
13 C -2.16 -1.81 1.28  0.00
14 C 0.54 0.20 0.38  0.01
15 C 2.00 -0.11 0.84  0.03
16 C 1.97 -0.20 2.42  0.01
17 C 2.87 1.18 0.56  0.00
18 N 2.65 -1.32 0.33  0.38
19 O 3.66 -1.11 -0.44  0.50
20 H 3.60 -3.64 -0.30  0.00
21 H 2.94 -3.07 -1.88  0.00
22 H 2.07 -4.35 -1.02  0.00
23 H 1.65 -4.25 1.10  0.00
24 H 0.11 -3.43 0.92  0.00
25 H 1.40 -2.81 2.08  0.00
26 H 1.11 -1.99 -2.14  0.00
27 H -0.12 -2.80 -1.10  0.00
28 H -0.30 -0.56 -2.99  0.00
29 H -0.92 0.91 -2.25  0.00
30 H 2.00 2.49 -1.62  0.00
31 H 2.77 -0.36 -2.50  0.00
32 H -3.81 0.53 0.13  0.00
33 H -2.24 1.42 0.34  0.00
34 H -2.94 1.17 -1.31  0.00
35 H -3.86 -1.94 -1.68  0.00
36 H -2.40 -1.63 -2.77  0.00
37 H -2.46 -3.02 -1.65  0.00
38 H -2.86 -1.22 1.91  0.00
39 H -2.63 -2.82 1.12  0.00
40 H -1.23 -1.90 1.87  0.00
41 H -0.13 0.10 1.26  0.00
42 H 0.49 1.28 0.12  0.00
43 H 1.76 0.84 2.76  0.00
44 H 2.95 -0.47 2.84  0.00
45 H 1.13 -0.81 2.79  0.00
46 H 2.30 2.08 0.85  0.00
47 H 3.13 1.29 -0.51  0.00
48 H 3.81 1.09 1.14  0.00
49 C -3.38 -5.87 -0.22  0.00
50 Cl -4.80 -4.85 -0.44  0.00
51 Cl -2.06 -4.99 0.56  0.00
52 H -3.65 -6.71 0.41  0.00
53 H -3.05 -6.22 -1.19  0.00
54 C 1.07 5.05 -2.16  0.00
55 Cl 1.27 6.62 -2.94  0.00
56 Cl 2.23 4.83 -0.85  0.00
57 H 0.07 4.98 -1.76  0.00
58 H 1.23 4.27 -2.90  0.00
59 C -3.65 3.70 1.57  0.00
60 Cl -2.36 2.82 2.38  0.00
61 Cl -5.23 2.99 1.90  0.00
62 H -3.65 4.73 1.92  0.00
63 H -3.47 3.68 0.50  0.00
64 C 1.50 5.26 3.05  0.00
65 Cl 0.71 3.80 2.46  0.00
66 Cl 0.51 6.70 2.77  0.00
67 H 1.68 5.16 4.11  0.00
68 H 2.45 5.38 2.52  0.00

***

One value per record, in order, for E_tot: -2517.9025, -1537.7160, -3842.4830, -1164.8937, -4925.1616, -2018.3829, -4946.3046 hartree.